(1)
Entry from the OMol25 dataset: a cluster of 2 separate species, BrH2IO2Si in total at a distorted geometry (ωB97M-V/def2-TZVPD).

Each line ends with the Mulliken charge.
Positions of all 7 atoms, in Å:
O1 0.76 -1.41 0.62  -0.350
Si1 1.82 -0.41 0.34  0.441
O2 1.58 0.78 -0.78  -0.464
I1 4.03 -0.54 1.33  0.019
H1 0.66 0.61 -1.03  0.363
Br1 -2.52 -1.03 1.00  -0.307
H2 -1.27 -1.92 0.97  0.298

Summary:
HOMO-LUMO gap, eV: 9.55
SMILES: O=[Si](O)I.Br
E_tot, hartree: -3312.96978
Lowest unoccupied orbital energy, eV: -0.8
Total charge: 0
Energy above the lowest of the compared OMol25 structures with the same formula, charge and spin, kcal/mol: 60.3
Highest occupied orbital energy, eV: -10.3


(2)
Entry from the OMol25 dataset: a structure of composition C23H25CrF3N3O4 (ωB97M-V/def2-TZVPD).

Each line ends with the Mulliken charge.
Positions of all 59 atoms, in Å:
Cr1 0.13 0.04 0.07  -0.197
C1 -2.47 -1.77 -0.26  -1.447
N1 -1.17 -1.83 0.44  1.329
C2 -1.43 -2.06 1.90  -1.035
C3 -1.20 -0.86 2.81  -0.561
C4 -1.81 0.45 2.31  -1.125
N2 -0.84 1.14 1.47  1.055
C5 -0.58 2.37 1.75  -0.178
C6 0.37 3.22 1.13  0.610
C7 0.50 4.55 1.59  -0.886
C8 1.39 5.42 1.03  -0.787
C9 2.20 4.98 -0.03  -0.489
C10 2.12 3.69 -0.49  -0.728
C11 1.22 2.76 0.08  0.430
O1 1.19 1.54 -0.36  0.173
C12 -0.43 -3.02 -0.06  -1.309
C13 -0.23 -3.11 -1.57  -0.886
C14 0.43 -1.87 -2.20  -0.756
N3 1.16 -1.12 -1.20  1.028
C15 2.44 -1.17 -1.19  -0.380
C16 3.29 -0.68 -0.15  0.764
C17 4.68 -0.63 -0.36  -0.636
C18 5.54 -0.25 0.64  -0.802
C19 5.02 0.06 1.90  -0.467
C20 3.67 -0.01 2.15  -0.820
C21 2.76 -0.37 1.14  0.261
O2 1.48 -0.44 1.41  -0.393
H1 -2.99 -2.73 -0.18  0.359
H2 -3.10 -1.00 0.18  0.365
H3 -2.34 -1.51 -1.30  0.328
H4 -2.46 -2.40 2.02  0.374
H5 -0.79 -2.86 2.26  0.440
H6 -1.61 -1.11 3.79  0.577
H7 -0.13 -0.71 2.93  0.134
H8 -2.72 0.27 1.73  0.230
H9 -2.09 1.08 3.16  0.453
H10 -1.14 2.83 2.58  0.183
H11 -0.14 4.87 2.40  0.394
H12 1.47 6.43 1.39  0.402
H13 2.89 5.67 -0.50  0.420
H14 2.74 3.34 -1.31  0.472
H15 0.54 -3.02 0.44  0.398
H16 -0.97 -3.93 0.25  0.585
H17 0.40 -3.99 -1.73  0.334
H18 -1.18 -3.29 -2.07  0.411
H19 1.10 -2.18 -3.01  0.603
H20 -0.33 -1.23 -2.63  -0.114
H21 2.95 -1.66 -2.03  0.295
H22 5.06 -0.88 -1.34  0.391
H23 6.60 -0.20 0.45  0.405
H24 5.69 0.37 2.69  0.410
H25 3.27 0.24 3.12  0.464
F1 0.59 1.20 -3.26  -0.248
C22 -0.61 1.80 -3.22  0.959
F2 -0.45 3.04 -2.72  -0.284
F3 -1.00 1.94 -4.49  -0.303
C23 -1.68 1.00 -2.39  0.211
O3 -2.78 0.92 -2.88  -0.630
O4 -1.33 0.57 -1.23  -0.784

Summary:
HOMO-LUMO gap (spin up / spin down), eV: 7.37 / 7.88
E_tot, hartree: -2700.82222
2S+1: 2
Lowest unoccupied orbital energy (spin up / spin down), eV: -0.5 / 0.0
Total charge: 0
Highest occupied orbital energy (spin up / spin down), eV: -7.9 / -7.9


(3)
Entry from the OMol25 dataset: the molecule C2H4FNO at a distorted geometry (ωB97M-V/def2-TZVPD).

Each line ends with the Mulliken charge.
Positions of all 9 atoms, in Å:
C1 0.99 0.16 -0.31  -0.896
C2 -0.51 -0.48 0.35  0.314
N1 -1.70 0.13 -0.18  0.025
O1 -1.55 1.28 -0.46  -0.285
F1 -0.42 -1.86 0.23  -0.261
H1 1.57 -0.74 -0.56  0.278
H2 1.40 0.65 0.55  0.262
H3 0.68 0.90 -1.06  0.350
H4 -0.46 -0.05 1.44  0.213

Summary:
HOMO-LUMO gap (spin up / spin down), eV: 9.61 / 10.09
E_tot, hartree: -308.30560
2S+1: 3
Lowest unoccupied orbital energy (spin up / spin down), eV: 1.1 / -1.3
Total charge: 0
Energy above the lowest of the compared OMol25 structures with the same formula, charge and spin, kcal/mol: 0.0
Highest occupied orbital energy (spin up / spin down), eV: -8.5 / -11.4


(4)
Entry from the OMol25 dataset: a structure of composition C4H12NO at a distorted geometry (ωB97M-V/def2-TZVPD).

Each line ends with the Mulliken charge.
Positions of all 18 atoms, in Å:
C1 -1.78 1.08 0.20  -1.517
C2 -1.14 -1.49 -0.11  -1.117
C3 2.05 -0.52 -0.04  -0.212
C4 -0.88 0.06 -0.39  0.418
N1 0.54 0.53 0.00  -0.500
O1 3.00 0.41 0.06  -0.492
H1 -1.96 1.01 1.22  0.433
H2 -1.48 2.15 -0.06  0.367
H3 -2.73 0.95 -0.24  0.437
H4 -1.41 -1.51 0.94  0.322
H5 -0.19 -1.96 -0.36  0.321
H6 -1.96 -1.86 -0.69  0.373
H7 2.04 -1.09 0.84  0.395
H8 1.91 -1.15 -0.95  0.360
H9 -0.91 0.19 -1.44  0.231
H10 0.66 1.04 0.84  0.401
H11 1.07 1.25 -0.67  0.417
H12 3.18 0.90 0.85  0.362

Summary:
HOMO-LUMO gap, eV: 12.50
E_tot, hartree: -289.28275
Lowest unoccupied orbital energy, eV: -3.4
Total charge: +1
Energy above the lowest of the compared OMol25 structures with the same formula, charge and spin, kcal/mol: 57.8
Highest occupied orbital energy, eV: -15.9


> Number 1 is which compound?

BrH2IO2Si


> Which formula does entry 3 have?

C2H4FNO